No. 1
Computed, not measured: a structure of composition C23H22InN2O4, with the ωB97M-V functional and the def2-TZVPD basis.

Each line ends with the natural charge from an NBO analysis.
Atoms and positions in Å:
In -0.2093 0.2772 -0.2258  1.875
O 1.1947 1.6905 0.6735  -0.768
C 1.4189 2.0548 1.8799  0.429
C 2.2641 3.1869 2.0976  -0.251
C 2.5302 3.6786 3.3458  -0.190
C 1.9890 3.0671 4.4895  -0.316
C 1.2102 1.9522 4.3240  -0.132
C 0.9055 1.4184 3.0561  -0.274
C 0.1610 0.1919 3.0352  0.217
N -0.3251 -0.4181 2.0242  -0.528
C -0.9462 -1.7156 2.2386  -0.234
C -1.3591 -2.2955 0.8865  -0.245
N -0.2887 -2.0204 -0.0356  -0.541
C 0.0432 -2.8175 -0.9701  0.231
C 1.0571 -2.5471 -1.9536  -0.256
C 1.3154 -3.5435 -2.9095  -0.129
C 2.2742 -3.3977 -3.8811  -0.306
C 3.0209 -2.2122 -3.9116  -0.191
C 2.7871 -1.2123 -3.0030  -0.254
C 1.7858 -1.3173 -1.9965  0.418
O 1.6274 -0.3250 -1.1848  -0.784
H 2.6777 3.6468 1.2086  0.208
H 3.1748 4.5434 3.4568  0.199
H 2.1921 3.4673 5.4742  0.201
H 0.7978 1.4525 5.1956  0.194
H 0.0367 -0.2753 4.0222  0.148
H -1.8245 -1.6239 2.8855  0.200
H -0.2330 -2.3951 2.7184  0.183
H -2.2527 -1.7667 0.5285  0.230
H -1.5906 -3.3631 0.9752  0.183
H -0.4602 -3.7894 -1.0535  0.155
H 0.7262 -4.4544 -2.8684  0.197
H 2.4484 -4.1774 -4.6111  0.201
H 3.7858 -2.0809 -4.6687  0.199
H 3.3516 -0.2881 -3.0244  0.208
C -3.1156 1.7825 1.9210  -0.294
C -1.9536 2.2596 1.3964  -0.242
C -1.8735 1.8585 -0.0031  -0.649
C -3.1439 1.1942 -0.2816  -0.220
C -3.8558 1.1170 0.8770  -0.320
H -3.4410 1.8749 2.9496  0.192
H -1.1927 2.8235 1.9163  0.212
H -1.4672 2.5627 -0.7307  0.250
H -3.4296 0.8057 -1.2470  0.232
H -4.8177 0.6379 1.0063  0.196
C -0.5931 0.4479 -4.0887  -0.732
C -1.5473 -0.4214 -3.2698  0.802
O -2.4299 -1.0598 -3.8429  -0.700
O -1.3628 -0.4276 -1.9967  -0.853
H -0.9702 0.5615 -5.1020  0.213
H 0.3870 -0.0297 -4.1136  0.226
H -0.4794 1.4216 -3.6085  0.206

Calculated values
calculated total energy = -40554.7689 eV
total charge = -1
Kohn-Sham gap = 7.5625 eV
ΔE to the lowest compared entry with this formula, charge and spin = 14.9 kJ/mol



No. 2
Computed, not measured: a structure of composition C3H8CoF6N3O13S6 in a non-equilibrium geometry, with the ωB97M-V functional and the def2-TZVPD basis.

Each line ends with the Löwdin spin population.
Atoms and positions in Å:
Co -20.4194 -12.2986 -26.6258  2.844
N -17.7418 -13.2072 -25.4954  0.019
S -16.2659 -12.8559 -25.4294  0.001
O -15.3674 -13.8163 -26.1135  0.005
O -15.7932 -12.2238 -24.2412  0.003
F -16.3573 -11.6055 -26.4103  0.000
S -17.5451 -14.5491 -24.4308  0.000
O -16.9749 -14.4651 -23.0737  0.001
O -17.3228 -15.8361 -25.1304  0.003
F -19.0995 -14.8540 -24.1982  0.000
N -21.5709 -14.7976 -28.0914  0.044
S -22.8050 -15.6041 -28.3062  -0.002
O -22.8677 -17.0534 -27.9420  0.018
O -23.6866 -15.1534 -29.4128  0.022
F -23.5324 -15.0255 -26.9853  0.000
S -20.6919 -15.8879 -29.0485  -0.002
O -20.9993 -16.0896 -30.4513  0.004
O -20.0563 -17.0078 -28.3495  0.010
F -19.3811 -15.0270 -29.2028  0.000
N -21.8458 -10.7246 -24.3485  0.015
S -23.2471 -10.3642 -23.9772  0.000
O -23.5135 -8.9908 -23.5037  0.006
O -24.1882 -11.4306 -23.6261  0.002
F -23.5916 -10.2401 -25.5691  0.000
S -21.3843 -10.4301 -22.7080  0.000
O -21.8994 -11.2790 -21.6889  0.000
O -21.0696 -9.0357 -22.4261  0.002
F -19.9016 -11.0927 -22.7067  0.000
C -20.8666 -10.0379 -31.0697  0.000
C -19.5142 -10.0954 -30.3764  0.000
C -18.5226 -8.9639 -30.8653  0.000
O -19.8899 -9.9901 -29.0585  0.005
H -21.4386 -10.9655 -31.0475  0.000
H -20.6744 -9.8874 -32.1320  0.000
H -21.4660 -9.1979 -30.7186  0.000
H -18.9582 -11.0078 -30.5915  0.000
H -17.6989 -8.9424 -30.1518  0.000
H -19.0194 -7.9990 -30.7641  0.000
H -18.1392 -9.1308 -31.8719  0.000
H -19.7964 -9.0641 -28.8234  0.000

Calculated values
spin multiplicity = 4
calculated total energy = -153259.6366 eV
total charge = -1
expectation value of S² = 3.76
Kohn-Sham gap (alpha / beta) = 4.7911 / 3.4944 eV
ΔE to the lowest compared entry with this formula, charge and spin = 806.4 kJ/mol



No. 3
Computed, not measured: a structure of composition C53H136AlClN8O18 in a non-equilibrium geometry, with the ωB97M-V functional and the def2-TZVPD basis.

Each line ends with the Mulliken charge.
Atoms and positions in Å:
Al -0.9542 3.3516 -3.9848  1.502
Cl 0.5956 1.3337 0.0559  -1.449
O 0.3311 2.1641 -1.1127  -0.387
O -0.1518 1.8252 1.1958  0.596
O 0.2334 -0.0186 -0.3817  0.348
O 2.0162 1.4707 0.2060  0.091
C 0.0044 -2.7060 3.8512  -0.711
C -0.8801 -2.1966 4.9687  1.130
C -0.7717 -3.0382 6.2887  -1.068
C 0.5442 -2.7056 7.0614  -0.729
C 0.4980 -1.2256 7.4612  -1.322
C 0.4567 -0.3169 6.1523  1.553
N -0.6322 -0.7575 5.3013  0.185
O -0.8900 0.1704 4.2597  1.386
C 0.0520 1.0922 6.6606  -1.881
C 1.8441 -0.3259 5.4935  -1.615
C -2.3639 -2.2407 4.5949  -1.959
H -0.1847 -2.1254 2.9483  -0.237
H -0.1802 -3.7574 3.6306  0.789
H 1.0462 -2.5712 4.1420  -0.203
H -1.6695 -2.9263 6.8966  0.380
H -0.6408 -4.0973 6.0669  0.388
H 1.4176 -3.0559 6.5114  0.336
H 0.5588 -3.4493 7.8580  0.487
H 1.2383 -0.8692 8.1776  0.484
H -0.4208 -0.9869 7.9969  0.448
H 0.6100 1.4175 7.5386  0.503
H 0.1160 1.9211 5.9557  0.072
H -0.9499 1.0863 7.0899  0.476
H 2.5663 0.2245 6.0965  0.509
H 2.1666 -1.3496 5.3038  0.219
H 1.8592 0.1830 4.5297  0.060
H -2.4861 -1.7345 3.6373  -0.120
H -3.0136 -1.8109 5.3572  0.536
H -2.6594 -3.2825 4.4704  0.588
H -0.3731 -0.1945 3.5377  -0.353
C 5.4787 -6.3577 0.6822  -1.700
C 4.8173 -5.3141 -0.2380  0.985
C 3.6096 -6.0448 -0.9632  -0.754
C 2.4213 -6.2427 -0.0624  -1.144
C 1.9582 -4.8224 0.4544  -0.813
C 3.0386 -4.0016 1.1439  2.647
N 4.3170 -4.1095 0.4116  1.364
O 5.2836 -3.2063 0.9552  -0.468
C 2.5279 -2.5059 1.0294  -2.340
C 3.2589 -4.6031 2.5796  -1.668
C 5.7576 -4.9046 -1.3830  -1.760
H 4.7676 -6.9994 1.2025  0.276
H 6.0492 -5.8962 1.4882  0.372
H 6.2262 -6.9332 0.1362  0.457
H 3.2832 -5.3334 -1.7218  0.035
H 3.8694 -6.9389 -1.5299  0.545
H 2.7012 -6.8393 0.8058  0.313
H 1.5704 -6.7727 -0.4903  0.562
H 1.1395 -4.9388 1.1645  0.245
H 1.3390 -4.3085 -0.2809  -0.005
H 1.5638 -2.1731 1.4139  -0.229
H 3.3260 -1.8601 1.3957  0.786
H 2.5177 -2.2143 -0.0208  0.501
H 2.4223 -4.3331 3.2241  0.214
H 3.4492 -5.6758 2.6143  0.276
H 4.1599 -4.1573 3.0010  0.500
H 6.6374 -4.3856 -1.0026  0.402
H 5.2242 -4.1969 -2.0177  0.222
H 6.0789 -5.7544 -1.9853  0.490
H 5.0456 -2.3764 0.5354  0.124
C -2.3280 -5.3184 1.2324  -1.713
C -3.6202 -5.1800 0.3523  1.818
C -4.2312 -3.8482 0.7774  -1.751
C -3.5609 -2.6185 0.1565  0.004
C -3.4558 -2.7197 -1.3727  -0.443
C -2.7906 -4.0471 -1.9752  2.405
N -3.2970 -5.1875 -1.1126  0.443
O -2.8733 -6.4237 -1.5650  -0.455
C -3.2977 -4.1842 -3.4071  -1.712
C -1.3035 -3.7835 -1.8112  -0.865
C -4.6275 -6.3246 0.6786  -1.944
H -2.6088 -5.3462 2.2853  0.515
H -1.4917 -4.6394 1.0656  0.069
H -1.6797 -6.1746 1.0462  0.524
H -5.3085 -3.8719 0.6134  0.361
H -4.1712 -3.6851 1.8534  0.450
H -2.6175 -2.3323 0.6214  -0.410
H -4.0931 -1.6803 0.3139  0.477
H -2.7954 -1.8943 -1.6384  -0.689
H -4.4264 -2.4041 -1.7555  0.525
H -3.0504 -5.1747 -3.7892  0.488
H -4.3817 -4.0860 -3.3500  0.499
H -2.9565 -3.3865 -4.0669  0.162
H -0.9128 -3.6443 -0.8033  -0.021
H -0.8097 -4.6988 -2.1377  0.650
H -1.0347 -2.9256 -2.4276  -0.647
H -4.8466 -6.3415 1.7462  0.353
H -4.2582 -7.3136 0.4073  0.429
H -5.5334 -6.1950 0.0864  0.484
H -3.5687 -6.6647 -2.1814  0.367
C 2.9871 2.7068 3.3338  -0.283
O 3.7019 1.5944 2.8657  -0.503
H 2.1798 2.9107 2.6304  -0.044
H 2.5513 2.4478 4.2987  0.187
H 3.6181 3.5923 3.4108  0.394
H 3.0670 0.9294 2.5895  0.161
C -1.9868 -0.7467 -4.1992  -1.324
O -1.2363 0.2353 -3.5296  0.365
H -2.8836 -1.1083 -3.6962  0.339
H -2.2271 -0.4477 -5.2195  0.395
H -1.2534 -1.5376 -4.3559  0.374
H -0.6403 -0.3138 -3.0149  -0.440
C 2.2640 5.2233 0.4905  -0.542
O 1.9576 6.1570 -0.5379  -0.607
H 3.2761 5.3001 0.8878  0.443
H 1.5875 5.3900 1.3287  0.370
H 2.0479 4.2265 0.1060  0.004
H 2.1322 6.9990 -0.1112  0.327
C 2.8511 4.3341 -3.0751  -0.168
O 1.4753 4.5104 -2.7132  0.027
H 3.4981 4.9319 -2.4330  0.316
H 3.2080 3.3144 -2.9305  -0.369
H 2.8718 4.5722 -4.1385  0.337
H 1.4562 5.1281 -1.9785  -0.244
C 2.0010 -2.2881 -2.7416  0.152
O 1.3801 -1.7287 -3.8720  -0.323
H 1.2802 -2.3171 -1.9245  -0.344
H 2.2130 -3.3371 -2.9489  0.622
H 2.9051 -1.7596 -2.4391  -0.350
H 1.4976 -2.3117 -4.6256  0.311
C -1.4400 4.3248 3.6846  0.398
O -2.5842 4.5830 4.4235  -0.684
H -0.9832 5.2443 3.3188  0.361
H -0.7728 3.6822 4.2592  -0.106
H -1.7622 3.7478 2.8179  -0.318
H -2.9610 3.7041 4.5079  0.282
C -5.6637 5.2504 -2.2454  -1.678
C -4.2716 4.5929 -2.3079  1.249
C -4.3357 3.1013 -1.7629  -1.255
O -3.0381 2.4966 -1.8927  0.255
C -3.1547 1.2312 -1.1702  -0.924
N -3.8870 4.6093 -3.7369  -0.265
H -6.3517 4.6828 -2.8719  0.403
H -5.6120 6.2958 -2.5495  0.503
H -5.9730 5.3615 -1.2061  0.426
H -3.6038 5.1861 -1.6831  -0.775
H -4.9793 2.4824 -2.3880  0.393
H -4.8948 3.2001 -0.8324  0.405
H -3.2008 1.4947 -0.1135  0.609
H -2.1921 0.7203 -1.1948  -0.418
H -3.8119 0.4840 -1.6150  0.525
H -4.5493 4.0448 -4.2495  0.320
H -4.1447 5.5525 -3.9900  0.295
C 3.2455 0.8177 -5.7134  -1.442
C 1.8653 1.5584 -5.6579  0.636
C 0.7713 0.7434 -6.3671  -0.597
O -0.3863 1.6814 -6.5711  0.016
C -1.0076 1.3841 -7.8044  -0.972
N 1.4963 1.6632 -4.2873  1.294
H 4.0177 1.4699 -5.3054  0.398
H 3.5858 0.5975 -6.7252  0.517
H 3.2976 -0.1266 -5.1716  0.077
H 2.0432 2.5268 -6.1255  0.288
H 0.4457 -0.1182 -5.7843  0.072
H 1.1756 0.2785 -7.2663  0.564
H -1.8942 1.9911 -7.9875  0.264
H -1.1824 0.3099 -7.8645  0.341
H -0.3090 1.6184 -8.6077  0.341
H 1.3094 0.7017 -4.0412  -0.711
H 2.3507 1.8895 -3.7985  -0.842
C -5.4578 2.4737 4.7467  -1.645
C -4.4924 1.3272 4.4926  0.452
C -4.2148 1.0659 2.9768  0.058
O -5.3559 0.5672 2.2244  -0.442
C -5.7571 -0.7317 2.6122  -0.462
N -3.2495 1.7987 4.9977  -0.073
H -6.4891 2.2622 4.4642  0.328
H -5.0515 3.3215 4.1951  0.361
H -5.5372 2.6836 5.8134  0.450
H -4.7637 0.4320 5.0520  0.486
H -3.4291 0.3121 2.9252  -0.086
H -3.8959 2.0396 2.6050  0.131
H -4.8872 -1.3707 2.4604  0.003
H -6.5202 -1.1062 1.9300  0.349
H -6.0667 -0.8501 3.6506  0.329
H -3.3493 1.9845 5.9854  0.340
H -2.5705 1.0517 5.0301  -0.504
C 5.4740 2.8036 -1.1392  -1.446
C 5.5683 1.3566 -1.5605  0.293
C 5.8375 0.3736 -0.3672  -0.441
O 5.8619 -0.9578 -0.8375  0.166
C 7.1371 -1.3237 -1.4268  -0.884
N 4.3546 0.9947 -2.3199  0.122
H 6.1360 3.1888 -0.3637  0.494
H 4.5385 3.1115 -0.6721  0.055
H 5.6456 3.5442 -1.9204  0.406
H 6.3698 1.1823 -2.2782  0.405
H 5.0510 0.4714 0.3810  -0.192
H 6.7706 0.6819 0.1044  0.456
H 7.0557 -2.3504 -1.7838  0.158
H 7.8929 -1.2231 -0.6478  0.361
H 7.3721 -0.6964 -2.2867  0.354
H 3.6253 1.1543 -1.6396  -0.410
H 4.3912 -0.0081 -2.4347  0.085
C -0.5780 8.4129 -4.0801  -1.709
C -0.6447 6.9428 -3.6276  0.707
C -1.3117 6.8173 -2.2112  -0.987
O -1.2971 5.4740 -1.7647  0.453
C -1.5304 5.4424 -0.3233  -1.369
N -1.3614 6.1972 -4.7056  -0.369
H 0.0386 8.5666 -4.9656  0.452
H -0.0325 8.9889 -3.3325  0.441
H -1.5382 8.9105 -4.2166  0.389
H 0.3630 6.5425 -3.5165  -0.164
H -2.3454 7.1617 -2.2407  0.393
H -0.8676 7.5596 -1.5480  0.521
H -2.4355 6.0076 -0.1009  0.539
H -0.6918 5.9504 0.1528  0.369
H -1.7349 4.4435 0.0618  0.049
H -2.2447 6.6869 -4.6986  0.236
H -1.0608 6.4610 -5.6331  0.320

Calculated values
calculated total energy = -125025.4673 eV
total charge = +2
Kohn-Sham gap = 1.4722 eV



No. 4
Computed, not measured: the molecule C3H4S2 in a non-equilibrium geometry, with the ωB97M-V functional and the def2-TZVPD basis.

Each line ends with the natural charge from an NBO analysis.
Atoms and positions in Å:
S -2.6894 -0.1140 -0.0548  0.111
C -1.1947 -0.2737 0.4042  -0.300
C -0.0356 -0.2647 -0.5195  -0.309
C 1.1338 0.4616 -0.0680  -0.521
S 1.4694 -1.2592 0.1261  0.116
H -0.8660 -0.1543 1.3928  0.189
H -0.2940 -0.5987 -1.5728  0.261
H 1.7105 1.1587 -0.6236  0.243
H 0.7660 1.0444 0.9156  0.208

Calculated values
calculated total energy = -24844.3391 eV
Kohn-Sham gap = 8.4768 eV
SMILES = S=C[C@H]1CS1
ΔE to the lowest compared entry with this formula, charge and spin = 125.6 kJ/mol



The lowest calculated total energy belongs to which entry?
C3H8CoF6N3O13S6